The following is a DFT calculation (ωB97M-V/def2-TZVPD) of an isolated ion of composition C5H14N3 and charge +1.

Each line ends with the Löwdin charge.
Geometry (Å):
C 1.50 0.94 -0.47  -0.041
C 0.51 0.31 -1.44  -0.318
C -0.59 -0.63 -0.94  -0.141
C -0.35 -1.29 0.41  -0.221
N -0.84 -0.78 3.84  0.113
C -0.17 -0.88 2.80  -0.316
N -0.45 -0.35 1.52  -0.036
N -0.14 1.45 -2.23  0.217
H 2.24 0.21 -0.14  0.102
H 1.03 1.39 0.40  0.081
H 2.10 1.71 -0.97  0.092
H 1.12 -0.21 -2.18  0.151
H -0.74 -1.40 -1.69  0.127
H -1.55 -0.11 -0.87  0.119
H 0.60 -1.82 0.45  0.128
H -1.09 -2.10 0.50  0.130
H -1.73 -0.29 3.77  0.051
H 0.79 -1.41 2.82  0.122
H -1.34 0.13 1.54  0.123
H -0.84 1.04 -2.85  0.171
H 0.56 2.01 -2.71  0.172
H -0.59 2.09 -1.57  0.176

## Properties
**Gap between HOMO and LUMO**: 8.71 eV
**SMILES**: [H]/N=C\NCC[C@H](C)[NH3+]
**Electronic energy**: -9875.3672 eV
**E_HOMO**: -12.41 eV
**Net charge**: +1
**Maximum force**: 0.86 eV/A

The following is a DFT calculation (ωB97M-V/def2-TZVPD) of a 2-piece molecular cluster, C10H16 overall at a distorted geometry.

Each line ends with the Löwdin charge.
Geometry (Å):
C -1.08 1.65 1.93  -0.171
C -0.55 0.44 2.65  -0.180
H -1.87 1.51 1.21  0.052
H -1.45 2.44 2.59  0.047
H -0.31 2.17 1.35  0.068
H -1.10 -0.47 2.48  0.050
H -0.39 0.57 3.70  0.042
H 0.50 0.21 2.43  0.049
C -1.21 -0.63 -1.68  -0.264
C -2.05 -1.52 -0.78  -0.140
C 0.22 -0.45 -1.28  -0.313
C 0.80 -0.96 -0.15  -0.147
C 1.01 0.37 -2.17  -0.142
C 2.11 -0.61 0.22  -0.188
C 2.30 0.77 -1.77  -0.206
C 2.87 0.29 -0.61  -0.198
H -1.32 -0.99 -2.71  0.091
H -1.73 0.34 -1.75  0.093
H -3.01 -1.84 -1.22  0.056
H 0.26 -1.69 0.45  0.082
H 0.56 0.83 -3.04  0.048
H 2.57 -1.04 1.10  0.038
H 2.81 1.58 -2.29  0.069
H 3.83 0.62 -0.21  0.059
H -2.24 -1.10 0.19  0.044
H -1.56 -2.48 -0.64  0.062

## Properties
**Gap between HOMO and LUMO (spin up / spin down)**: 2.98 / 6.97 eV
**Electronic energy**: -10627.9016 eV
**E_HOMO (spin up / spin down)**: 0.85 / -3.19 eV
**Spin multiplicity**: 2
**Net charge**: -1
**Maximum force**: 1.53 eV/A
**Expectation value of S²**: 0.7603

The following is a DFT calculation (ωB97M-V/def2-TZVPD) of a 11-piece molecular cluster, C8H38O11 overall at a distorted geometry.

Each line ends with the Löwdin charge.
Geometry (Å):
C 1.03 -2.90 3.60  -0.090
C 1.78 -1.72 2.98  -0.287
O 0.88 -0.62 2.76  -0.097
H 1.72 -3.69 3.96  0.083
H 0.26 -3.28 2.91  0.069
H 0.50 -2.53 4.51  0.084
H 2.30 -2.14 2.09  0.114
H 2.58 -1.49 3.65  0.102
H 0.29 -0.96 2.09  0.035
C -2.56 1.67 2.19  -0.072
C -1.99 1.05 3.46  -0.322
O -2.65 1.53 4.65  -0.085
H -2.30 2.74 2.08  0.092
H -3.62 1.56 2.33  0.075
H -2.17 1.06 1.38  0.035
H -0.90 1.20 3.54  0.100
H -2.18 -0.03 3.52  0.113
H -2.50 2.48 4.69  0.079
C -3.29 1.99 -2.94  -0.089
C -1.87 1.52 -2.64  -0.282
O -1.41 0.80 -3.85  -0.090
H -3.91 1.14 -3.31  0.084
H -3.20 2.81 -3.69  0.083
H -3.72 2.34 -1.99  0.074
H -1.90 0.86 -1.75  0.094
H -1.20 2.34 -2.48  0.081
H -0.48 0.62 -3.84  0.042
C 0.23 -2.56 -3.46  -0.082
C 0.32 -3.58 -2.36  -0.269
O -0.22 -2.96 -1.14  -0.122
H 0.57 -3.03 -4.40  0.090
H 0.95 -1.78 -3.21  0.049
H -0.78 -2.10 -3.58  0.095
H 1.39 -3.80 -2.20  0.117
H -0.26 -4.48 -2.62  0.115
H -0.24 -3.61 -0.44  0.081
O 2.99 -1.28 -0.93  -0.059
H 2.80 -0.40 -0.52  0.035
H 2.12 -1.67 -0.90  0.017
O 3.12 1.79 -0.25  -0.045
H 2.34 1.90 -0.79  -0.004
H 2.87 1.91 0.65  -0.024
O 1.94 1.89 2.24  -0.049
H 1.69 2.49 2.95  0.071
H 1.80 1.02 2.64  0.029
O 0.29 1.37 -0.19  -0.066
H -0.17 0.51 -0.08  0.023
H 0.64 1.54 0.70  0.020
O 0.61 4.20 -1.21  -0.054
H 1.37 4.26 -1.79  0.034
H 0.33 3.28 -1.28  -0.020
O -1.24 -1.21 0.74  -0.032
H -2.17 -0.94 0.77  0.060
H -1.24 -1.92 0.11  0.003
O 2.48 0.22 -3.33  -0.075
H 2.82 -0.30 -2.58  -0.011
H 3.18 0.88 -3.47  0.046

## Properties
**Gap between HOMO and LUMO**: 10.13 eV
**SMILES**: CCO.CCO.CCO.CCO.O.O.O.O.O.O.O
**Electronic energy**: -31434.6563 eV
**E_HOMO**: -10.10 eV
**Maximum force**: 2.01 eV/A

The following is a DFT calculation (ωB97M-V/def2-TZVPD) of a single C5H11N3OS2 molecule at a distorted geometry.

Each line ends with the Löwdin charge.
Geometry (Å):
C 0.79 -0.38 -0.24  -0.719
C -3.02 -0.19 0.32  -0.611
C 1.97 1.39 0.87  -0.060
C 3.19 -0.58 0.00  -0.083
C -0.63 0.32 -0.14  -0.610
N -4.04 -1.01 -0.03  0.119
N -1.69 -0.62 -0.09  -0.038
N 1.94 0.16 0.16  -0.227
O -3.24 0.88 0.86  0.036
S 0.64 -1.82 -1.06  0.687
S -0.78 1.69 -1.53  0.709
H 1.19 1.98 0.42  0.058
H 2.11 1.17 1.93  0.104
H 2.90 2.02 0.72  0.113
H 3.69 -0.71 1.00  0.112
H 3.13 -1.57 -0.36  0.015
H 3.95 -0.20 -0.72  0.106
H -0.76 0.92 0.79  0.107
H -3.85 -2.03 -0.23  0.125
H -4.91 -0.76 0.57  0.158
H -1.67 -1.45 -0.71  0.056
H -0.92 0.80 -2.52  -0.158

## Properties
**Gap between HOMO and LUMO**: 8.84 eV
**SMILES**: CN(C)C(=S)[C@@H](S)NC(N)=O
**Electronic energy**: -33551.1497 eV
**E_HOMO**: -8.38 eV
**Maximum force**: 2.91 eV/A